# 1
C41H36IrN3OP2SSe | ωB97M-V/def2-TZVPD

Properties
HOMO-LUMO gap: 0.201 hartree
Energy relative to the best compared isomer or geometry (same formula, charge and spin): 2.293 eV
Net charge: +2
HOMO: -11.99 eV

```
86
C41H36IrN3OP2SSe, DFT ωB97M-V/def2-TZVPD
Ir 0.108 -0.296 -0.249
Se 0.384 4.158 -1.569
S -1.097 -2.426 -0.001
P 2.539 1.173 0.077
P -2.013 0.796 -0.244
O 0.183 2.355 1.238
N -0.212 -4.925 -0.480
N 1.281 1.479 -1.009
N 0.052 -4.286 1.597
C 3.017 -0.371 -0.722
C -3.388 3.014 0.817
C -1.527 1.042 -2.968
C 0.279 -6.129 0.192
C -2.400 4.765 2.136
C 0.243 -5.738 1.676
C -2.162 2.353 0.723
C 0.688 2.452 -1.503
C 1.891 -0.381 3.804
C -5.018 -1.933 -0.051
C 6.223 2.593 0.862
C 6.300 3.736 0.074
C -3.713 1.771 -2.271
C -1.071 2.927 1.378
C -2.464 1.239 -1.953
C -3.984 -1.130 -0.499
C -1.813 1.429 -4.269
C -0.357 -3.920 0.373
C -3.505 4.204 1.513
C -3.988 2.172 -3.567
C 3.737 -0.242 -1.907
C 5.060 1.847 0.884
C 0.628 1.398 2.084
C 1.832 0.779 1.699
C -1.177 4.119 2.073
C 5.215 4.139 -0.690
C 3.971 2.254 0.112
C -0.450 -4.905 -1.903
C -3.032 2.022 -4.563
C 0.662 0.175 4.141
C 2.473 -0.088 2.585
C 4.044 3.398 -0.680
C -4.923 -0.864 2.099
C 0.030 1.068 3.292
C -5.495 -1.797 1.246
C 2.390 -1.583 -0.405
C 3.139 -2.487 -2.511
C 2.483 -2.644 -1.302
C -3.418 -0.179 0.351
C 3.798 -1.299 -2.799
C -3.881 -0.065 1.660
H -2.489 5.699 2.671
H 5.286 5.030 -1.298
H -3.439 0.662 2.330
H 4.341 -1.189 -3.727
H -4.483 1.849 -1.516
H -5.295 -0.755 3.108
H 1.968 -1.755 0.585
H -4.465 4.698 1.561
H -5.455 -2.663 -0.719
H 7.212 4.316 0.057
H 3.431 -0.521 2.326
H 1.162 -5.982 2.203
H 0.462 -5.182 -2.436
H 7.073 2.285 1.453
H -3.611 -1.225 -1.511
H 4.993 0.949 1.485
H -1.237 -5.613 -2.164
H 3.203 3.705 -1.285
H -0.599 -6.196 2.198
H -0.903 1.537 3.575
H -0.296 4.536 2.542
H -4.956 2.595 -3.800
H -6.308 -2.421 1.590
H 3.160 -3.297 -3.227
H -1.089 1.264 -5.055
H -0.178 -3.744 2.413
H -0.581 0.564 -2.736
H 2.051 -3.603 -1.048
H 1.289 -6.364 -0.156
H 4.228 0.698 -2.128
H -0.754 -3.903 -2.196
H -4.262 2.589 0.349
H -0.366 -6.978 -0.033
H 2.403 -1.025 4.504
H 0.197 -0.069 5.086
H -3.252 2.342 -5.572
```

Charges obtained by Löwdin population analysis, quoted in units of e: number 1, Ir, carries 0.4406; number 2, Se, carries 0.9626; number 3, S, carries 0.6918; number 4, P, carries 1.0586; number 5, P, carries 0.9864; number 6, O, carries -0.0968; number 7, N, carries -0.1527; number 8, N, carries -0.2132; number 9, N, carries 0.0453; number 10, C, carries -0.3003; number 11, C, carries -0.0661; number 12, C, carries -0.1413; number 13, C, carries -0.0834; number 14, C, carries -0.0345; number 15, C, carries -0.0998; number 16, C, carries -0.2519; number 17, C, carries -0.6782; number 18, C, carries -0.0602; number 19, C, carries -0.0618; number 20, C, carries -0.0400; number 21, C, carries -0.0338; number 22, C, carries -0.0737; number 23, C, carries -0.3150; number 24, C, carries -0.3548; number 25, C, carries -0.1418; number 26, C, carries -0.0626; number 27, C, carries -0.7313; number 28, C, carries -0.0418; number 29, C, carries -0.0485; number 30, C, carries -0.0533; number 31, C, carries -0.0607; number 32, C, carries -0.2889; number 33, C, carries -0.2472; number 34, C, carries 0.0042; number 35, C, carries -0.0433; number 36, C, carries -0.2952; number 37, C, carries -0.0318; number 38, C, carries -0.0533; number 39, C, carries -0.0333; number 40, C, carries -0.0850; number 41, C, carries -0.0698; number 42, C, carries -0.0597; number 43, C, carries 0.0189; number 44, C, carries -0.0563; number 45, C, carries -0.1646; number 46, C, carries -0.0320; number 47, C, carries -0.0494; number 48, C, carries -0.4051; number 49, C, carries -0.0252; number 50, C, carries -0.0845; number 51, H, carries 0.1207; number 52, H, carries 0.1206; number 53, H, carries 0.1039; number 54, H, carries 0.1239; number 55, H, carries 0.1003; number 56, H, carries 0.1126; number 57, H, carries 0.0846; number 58, H, carries 0.1192; number 59, H, carries 0.1137; number 60, H, carries 0.1221; number 61, H, carries 0.1120; number 62, H, carries 0.1245; number 63, H, carries 0.0976; number 64, H, carries 0.1213; number 65, H, carries 0.1072; number 66, H, carries 0.1065; number 67, H, carries 0.1058; number 68, H, carries 0.0575; number 69, H, carries 0.1299; number 70, H, carries 0.1287; number 71, H, carries 0.1350; number 72, H, carries 0.1165; number 73, H, carries 0.1136; number 74, H, carries 0.1204; number 75, H, carries 0.1126; number 76, H, carries 0.1424; number 77, H, carries 0.0573; number 78, H, carries 0.0994; number 79, H, carries 0.1319; number 80, H, carries 0.1180; number 81, H, carries 0.0634; number 82, H, carries 0.1024; number 83, H, carries 0.1348; number 84, H, carries 0.1160; number 85, H, carries 0.1216; number 86, H, carries 0.1155

=====

# 2
C4H5N2 | ωB97M-V/def2-TZVPD

Properties
HOMO-LUMO gap (spin up / spin down): 0.306 / 0.238 hartree
Energy relative to the best compared isomer or geometry (same formula, charge and spin): 1.611 eV
2S+1: 3
<S²>: 2.040
Net charge: +1
HOMO (spin up / spin down): -13.53 / -15.72 eV

```
11
C4H5N2, DFT ωB97M-V/def2-TZVPD
N 0.351 -1.252 0.005
N -0.077 1.404 -0.044
C -1.107 0.707 0.171
C -1.074 -0.773 -0.132
C 1.353 -0.519 0.263
C 1.212 0.943 -0.151
H 1.881 1.555 -0.813
H 2.330 -0.956 0.322
H -1.634 -1.348 0.742
H -1.747 1.398 0.723
H -1.489 -1.159 -1.086
```

Charges obtained by Löwdin population analysis, quoted in units of e: number 1, N, carries 0.2081; number 2, N, carries 0.0789; number 3, C, carries -0.0624; number 4, C, carries -0.0545; number 5, C, carries 0.0075; number 6, C, carries 0.0297; number 7, H, carries 0.1559; number 8, H, carries 0.1479; number 9, H, carries 0.1799; number 10, H, carries 0.1624; number 11, H, carries 0.1466

=====

no.,E_tot (a.u.)
1,-5409.59793
2,-264.46277